# C4H4N2O

A 2-piece molecular cluster, C4H4N2O overall (ωB97M-V/def2-TZVPD, the Open Molecules 2025 dataset).

CARTESIAN COORDINATES (ANGSTROEM)
N: 2.51 0.78 0.41
C: 1.71 0.03 0.02
C: 0.83 -0.95 -0.49
O: -0.40 -1.11 -0.10
C: -1.21 -0.30 0.52
C: -0.80 0.83 1.27
N: -0.55 1.76 1.92
H: 1.19 -1.74 -1.13
H: -0.20 0.57 -1.65
H: -0.86 0.78 -1.34
H: -2.23 -0.66 0.57

## Properties
- LUMO energy (alpha / beta): -1.341 / -1.344 eV
- DFT total energy: -9235.3462 eV
- HOMO-LUMO gap (alpha / beta): 7.830 / 7.826 eV
- Energy relative to the best compared isomer or geometry (same formula, charge and spin): 5.1417 eV



# C4H4N2O

C4H4N2O as an isolated structure at a distorted geometry (ωB97M-V/def2-TZVPD, the Open Molecules 2025 dataset).

CARTESIAN COORDINATES (ANGSTROEM)
C: -0.26 -0.29 1.64
C: 0.15 0.96 1.92
C: 0.17 -0.16 -2.18
C: -0.16 -0.65 -0.86
N: 0.00 0.05 0.22
N: 0.41 1.27 0.53
O: 0.00 -0.78 -3.20
H: -0.59 -1.21 2.07
H: 0.26 1.59 2.77
H: 0.62 0.86 -2.17
H: -0.59 -1.64 -0.73

## Properties
- LUMO energy (alpha / beta): -1.214 / -1.212 eV
- DFT total energy: -9235.4986 eV
- HOMO-LUMO gap (alpha / beta): 7.101 / 7.111 eV
- Energy relative to the best compared isomer or geometry (same formula, charge and spin): 4.9893 eV



# C4H4N2O

C4H4N2O as an isolated structure at a distorted geometry (ωB97M-V/def2-TZVPD, the Open Molecules 2025 dataset).

CARTESIAN COORDINATES (ANGSTROEM)
O: -2.51 -1.22 0.03
C: -2.07 -0.09 -0.01
C: -0.63 0.15 0.17
C: 0.20 1.18 -0.04
N: 1.54 1.03 -0.13
C: 1.82 -0.26 -0.01
N: 0.79 -1.08 0.12
H: -2.75 0.79 -0.20
H: -0.29 2.14 -0.08
H: 2.87 -0.57 -0.04
H: 1.03 -2.08 0.20

## Properties
- LUMO energy: 0.148 eV
- DFT total energy: -9237.8782 eV
- HOMO-LUMO gap: 9.571 eV
- Energy relative to the best compared isomer or geometry (same formula, charge and spin): 2.6096 eV



# C4H4N2O

C4H4N2O as an isolated structure at a distorted geometry (ωB97M-V/def2-TZVPD, the Open Molecules 2025 dataset).

CARTESIAN COORDINATES (ANGSTROEM)
N: -0.18 -0.46 2.41
C: -0.06 -0.16 1.19
C: 0.59 1.52 0.32
N: 0.60 1.52 -0.92
C: 0.16 0.39 -1.64
C: -0.29 -0.74 -1.08
O: -0.43 -1.07 0.22
H: -0.55 -1.41 2.55
H: 0.58 1.50 1.37
H: 0.20 0.47 -2.72
H: -0.62 -1.57 -1.71

## Properties
- LUMO energy: 0.257 eV
- DFT total energy: -9235.5717 eV
- HOMO-LUMO gap: 9.182 eV
- Energy relative to the best compared isomer or geometry (same formula, charge and spin): 4.9162 eV



# C4H4N2O

One molecule with the formula C4H4N2O (ωB97M-V/def2-TZVPD, the Open Molecules 2025 dataset).

CARTESIAN COORDINATES (ANGSTROEM)
N: -0.35 2.23 0.49
C: -0.23 0.99 0.28
C: 0.81 0.42 -0.68
N: 1.66 -0.46 -0.20
C: 0.48 -1.31 -0.34
C: -0.64 -1.20 0.40
O: -0.86 0.01 1.00
H: -0.95 2.41 1.30
H: 0.93 0.90 -1.66
H: 0.56 -2.05 -1.14
H: -1.41 -1.94 0.55

## Properties
- LUMO energy (alpha / beta): -0.490 / -0.490 eV
- DFT total energy: -9236.1011 eV
- HOMO-LUMO gap (alpha / beta): 7.783 / 7.789 eV
- Energy relative to the best compared isomer or geometry (same formula, charge and spin): 4.3868 eV



# C4H4N2O

A 2-piece molecular cluster, C4H4N2O overall at a distorted geometry (ωB97M-V/def2-TZVPD, the Open Molecules 2025 dataset).

CARTESIAN COORDINATES (ANGSTROEM)
C: 1.09 -1.29 -0.38
C: -0.17 -1.06 0.27
C: -2.29 1.75 -0.12
C: 1.75 -0.10 -0.17
N: -1.91 0.91 -0.79
N: -0.19 0.08 0.87
O: 1.00 0.74 0.58
H: 1.37 -2.16 -0.99
H: -0.93 -1.78 0.45
H: -2.46 2.42 0.66
H: 2.73 0.49 -0.38

## Properties
- LUMO energy (alpha / beta): 1.159 / -2.494 eV
- DFT total energy: -9232.8818 eV
- Spin multiplicity: 3
- HOMO-LUMO gap (alpha / beta): 6.370 / 7.705 eV
- Expectation value of S²: 2.021
- Energy relative to the best compared isomer or geometry (same formula, charge and spin): 3.1908 eV



# C4H4N2O2

A 2-piece molecular cluster, C4H4N2O2 overall at a distorted geometry (ωB97M-V/def2-TZVPD, the Open Molecules 2025 dataset).

CARTESIAN COORDINATES (ANGSTROEM)
C: -0.28 0.14 -1.53
C: 1.64 -0.60 -0.27
C: -1.33 0.22 0.98
C: -0.62 0.74 -0.12
H: 2.85 -0.57 -0.05
H: -2.70 0.24 1.48
H: -0.73 0.67 1.97
H: 0.43 1.07 0.45
N: 0.95 -0.85 0.80
N: -0.51 -0.85 0.28
O: -0.90 -0.04 -2.49
O: 1.18 -0.16 -1.51

## Properties
- LUMO energy: 0.601 eV
- DFT total energy: -11280.4345 eV
- HOMO-LUMO gap: 10.637 eV
- Energy relative to the best compared isomer or geometry (same formula, charge and spin): 8.1051 eV



# C4H4N2O2

One molecule with the formula C4H4N2O2 at a distorted geometry (ωB97M-V/def2-TZVPD, the Open Molecules 2025 dataset).

CARTESIAN COORDINATES (ANGSTROEM)
O: 1.12 0.14 -1.88
C: 1.82 0.45 -0.86
C: 1.05 -0.11 0.44
C: -0.42 -0.24 0.34
C: -1.41 -0.41 -0.57
O: -2.63 -0.12 0.06
N: -2.32 -0.06 1.43
N: -1.05 -0.18 1.61
H: 2.89 1.23 -0.81
H: 1.13 0.80 1.06
H: 1.50 -1.01 0.94
H: -1.69 -0.50 -1.75

## Properties
- Structure (SMILES): O=CCc1conn1
- LUMO energy: 0.267 eV
- DFT total energy: -11283.3683 eV
- HOMO-LUMO gap: 10.556 eV
- Energy relative to the best compared isomer or geometry (same formula, charge and spin): 5.1713 eV



# C4H4N2O2

One molecule with the formula C4H4N2O2 at a distorted geometry (ωB97M-V/def2-TZVPD, the Open Molecules 2025 dataset).

CARTESIAN COORDINATES (ANGSTROEM)
O: -1.50 0.05 2.16
C: -1.45 0.50 1.04
O: -1.82 1.66 0.51
N: -0.48 -0.14 0.13
C: 0.64 -0.65 0.65
C: 1.57 -0.74 -0.30
C: 0.79 -0.36 -1.52
N: -0.38 0.15 -1.18
H: -1.44 1.84 -0.38
H: 0.41 -0.79 1.66
H: 2.59 -1.17 -0.24
H: 1.09 -0.35 -2.52

## Properties
- Structure (SMILES): O=C(O)n1cccn1
- LUMO energy: 0.591 eV
- DFT total energy: -11286.9397 eV
- HOMO-LUMO gap: 10.631 eV
- Energy relative to the best compared isomer or geometry (same formula, charge and spin): 1.5999 eV



# C4H4N2O2

One molecule with the formula C4H4N2O2 at a distorted geometry (ωB97M-V/def2-TZVPD, the Open Molecules 2025 dataset).

CARTESIAN COORDINATES (ANGSTROEM)
O: -3.68 0.01 -0.06
C: -2.51 0.25 0.06
N: -1.52 -0.68 -0.09
C: -0.30 -0.41 -0.15
N: 0.86 -1.11 -0.14
C: 1.96 -0.27 0.06
C: 1.53 0.96 -0.07
O: 0.13 0.90 -0.24
H: -2.19 1.34 0.22
H: 0.86 -2.17 -0.01
H: 2.86 -0.70 0.28
H: 2.01 1.88 0.13

## Properties
- Structure (SMILES): O=C/N=c1/[nH]cco1
- LUMO energy: 0.495 eV
- DFT total energy: -11286.6948 eV
- HOMO-LUMO gap: 9.512 eV
- Energy relative to the best compared isomer or geometry (same formula, charge and spin): 1.8448 eV



# C4H4N2O2

C4H4N2O2 as an isolated structure at a distorted geometry (ωB97M-V/def2-TZVPD, the Open Molecules 2025 dataset).

CARTESIAN COORDINATES (ANGSTROEM)
C: -1.41 0.15 -0.04
C: 0.10 0.02 -0.07
C: 0.90 1.15 0.07
C: 1.88 -0.82 -0.10
H: -2.85 -1.29 0.52
H: 0.48 2.21 0.70
H: 3.11 1.08 0.07
H: 2.73 -1.38 -0.07
N: 2.13 0.66 0.27
N: 0.70 -1.19 -0.43
O: -1.79 -1.07 0.44
O: -2.23 1.08 -0.34

## Properties
- LUMO energy: 0.631 eV
- DFT total energy: -11285.3642 eV
- HOMO-LUMO gap: 9.684 eV
- Energy relative to the best compared isomer or geometry (same formula, charge and spin): 3.1754 eV



# C4H4N2OS

C4H4N2OS as an isolated structure (ωB97M-V/def2-TZVPD, the Open Molecules 2025 dataset).

CARTESIAN COORDINATES (ANGSTROEM)
C: 0.67 0.36 -0.10
C: -0.90 -0.90 0.66
C: -2.02 -0.23 -0.91
C: -0.60 -0.01 -0.39
H: 1.20 1.68 -1.89
H: -2.96 -1.14 0.83
H: -2.13 -0.65 -1.90
H: -2.64 0.65 -0.78
N: 0.02 -1.06 1.56
N: -2.20 -1.24 0.20
O: 1.05 -0.26 1.05
S: 1.90 1.39 -0.78

## Properties
- LUMO energy: 0.496 eV
- DFT total energy: -20071.9702 eV
- HOMO-LUMO gap: 9.381 eV
- Energy relative to the best compared isomer or geometry (same formula, charge and spin): 3.7595 eV



# C4H4N2S

One molecule with the formula C4H4N2S at a distorted geometry (ωB97M-V/def2-TZVPD, the Open Molecules 2025 dataset).

CARTESIAN COORDINATES (ANGSTROEM)
S: -2.91 -0.45 -0.02
C: -1.47 0.52 -0.02
C: -0.20 0.13 -0.01
C: 1.02 0.86 -0.03
C: 1.94 -0.18 -0.03
N: 1.34 -1.44 0.00
N: 0.07 -1.24 -0.03
H: -2.21 -1.59 0.04
H: -1.68 1.55 -0.02
H: 1.08 1.92 0.11
H: 3.02 -0.10 0.01

## Properties
- Structure (SMILES): S/C=C1/C=CN=N1
- LUMO energy: -0.998 eV
- DFT total energy: -18026.0314 eV
- HOMO-LUMO gap: 8.189 eV
- Energy relative to the best compared isomer or geometry (same formula, charge and spin): 2.2093 eV



# C4H4N2S

One molecule with the formula C4H4N2S at a distorted geometry (ωB97M-V/def2-TZVPD, the Open Molecules 2025 dataset).

CARTESIAN COORDINATES (ANGSTROEM)
C: 1.43 -0.84 0.31
C: 0.09 -0.25 0.06
N: -1.01 -0.91 0.00
C: -1.98 0.12 -0.29
N: -1.56 1.34 -0.41
C: -0.18 1.21 -0.20
S: 0.91 2.40 -0.25
H: 1.90 -0.38 1.23
H: 1.35 -1.91 0.47
H: 2.10 -0.63 -0.50
H: -3.04 -0.15 -0.42

## Properties
- Structure (SMILES): CC1=NC=NC1=S
- LUMO energy: -2.034 eV
- DFT total energy: -18027.0107 eV
- HOMO-LUMO gap: 7.432 eV
- Energy relative to the best compared isomer or geometry (same formula, charge and spin): 1.2301 eV



# C4H4N2S

One molecule with the formula C4H4N2S at a distorted geometry (ωB97M-V/def2-TZVPD, the Open Molecules 2025 dataset).

CARTESIAN COORDINATES (ANGSTROEM)
S: -2.75 0.18 -0.01
C: -1.25 -0.64 -0.04
C: -0.05 -0.18 -0.16
C: 0.61 1.08 -0.15
C: 1.94 0.74 0.03
N: 2.14 -0.67 0.01
N: 1.02 -1.19 -0.07
H: -3.43 -1.03 0.10
H: -1.27 -1.71 0.05
H: 0.23 2.05 -0.06
H: 2.81 1.36 0.30

## Properties
- Structure (SMILES): S/C=C1\C=CN=N1
- LUMO energy: -0.639 eV
- DFT total energy: -18025.6778 eV
- HOMO-LUMO gap: 8.553 eV
- Energy relative to the best compared isomer or geometry (same formula, charge and spin): 2.5629 eV



# C4H4N2S

One molecule with the formula C4H4N2S at a distorted geometry (ωB97M-V/def2-TZVPD, the Open Molecules 2025 dataset).

CARTESIAN COORDINATES (ANGSTROEM)
S: 2.42 -0.15 0.01
C: 1.04 0.82 0.01
C: -0.28 0.36 -0.14
C: -1.50 1.10 -0.08
C: -2.47 0.20 0.01
N: -1.88 -1.18 0.08
N: -0.58 -1.01 -0.07
H: 1.97 -1.46 0.08
H: 1.17 1.89 0.52
H: -1.80 2.25 0.06
H: -3.57 0.17 0.32

## Properties
- Structure (SMILES): S/C=C1/C=CN=N1
- LUMO energy: -1.185 eV
- DFT total energy: -18024.9055 eV
- HOMO-LUMO gap: 7.837 eV
- Energy relative to the best compared isomer or geometry (same formula, charge and spin): 3.3353 eV



# C4H4N2S2

One molecule with the formula C4H4N2S2 at a distorted geometry (ωB97M-V/def2-TZVPD, the Open Molecules 2025 dataset).

CARTESIAN COORDINATES (ANGSTROEM)
C: 2.12 -0.92 0.31
C: 0.87 -1.05 -0.10
C: 0.20 0.95 0.05
C: -1.82 -0.16 -0.56
N: 1.18 1.58 0.47
N: -1.15 1.05 0.01
S: 2.61 0.72 0.74
S: -0.61 -1.78 -0.50
H: 3.00 -1.64 0.26
H: -2.83 -0.23 -0.08
H: -2.00 0.11 -1.55
H: -1.57 1.39 0.97

## Properties
- LUMO energy: 0.320 eV
- DFT total energy: -28859.6149 eV
- HOMO-LUMO gap: 8.004 eV
- Energy relative to the best compared isomer or geometry (same formula, charge and spin): 3.9241 eV



# C4H4N3

An isolated ion of composition C4H4N3 and charge +1 at a distorted geometry (ωB97M-V/def2-TZVPD, the Open Molecules 2025 dataset).

CARTESIAN COORDINATES (ANGSTROEM)
C: 2.02 -1.05 0.01
N: 0.89 -0.62 0.11
C: -0.32 -0.20 -0.01
C: -0.76 1.21 0.02
C: -2.13 0.75 0.19
N: -2.62 -0.34 -0.13
N: -1.47 -0.94 0.08
H: 2.80 -1.19 0.88
H: 2.54 -1.46 -0.84
H: -0.54 1.89 -0.98
H: -0.42 1.96 0.68

## Properties
- Total charge: +1
- Structure (SMILES): C=[N+]=C1CC2=NN21
- LUMO energy (alpha / beta): -6.494 / -6.495 eV
- DFT total energy: -8668.1984 eV
- HOMO-LUMO gap (alpha / beta): 7.741 / 7.740 eV
- Energy relative to the best compared isomer or geometry (same formula, charge and spin): 5.8259 eV



# C4H4N3O5

A 3-piece molecular cluster, C4H4N3O5 overall at a distorted geometry (ωB97M-V/def2-TZVPD, the Open Molecules 2025 dataset).

CARTESIAN COORDINATES (ANGSTROEM)
C: -2.57 -2.45 -0.27
C: -3.52 2.31 0.26
C: 0.64 -0.95 1.58
C: -0.09 1.00 0.72
N: 0.85 -0.02 0.61
N: -0.29 -0.41 2.45
N: -0.66 0.66 2.02
O: -3.31 -3.23 0.10
O: -4.21 2.63 -0.59
O: 1.01 -2.08 1.60
O: -1.81 -1.63 -0.52
O: -2.80 1.96 1.05
H: 0.39 2.07 0.75
H: -0.90 0.87 -0.04
H: 1.08 -0.18 -0.31
H: -1.30 1.34 2.44

## Properties
- Total charge: +1
- LUMO energy: -6.981 eV
- DFT total energy: -18912.7735 eV
- HOMO-LUMO gap: 8.576 eV
- Energy relative to the best compared isomer or geometry (same formula, charge and spin): 0.0000 eV



# C4H4N4

One molecule with the formula C4H4N4 at a distorted geometry (ωB97M-V/def2-TZVPD, the Open Molecules 2025 dataset).

CARTESIAN COORDINATES (ANGSTROEM)
N: -3.76 -0.30 -0.11
C: -2.54 -0.28 0.05
C: -1.21 0.08 0.13
C: -0.59 1.31 0.03
N: 0.70 1.25 -0.07
C: 1.03 -0.01 -0.07
N: 2.30 -0.59 -0.08
N: -0.10 -0.75 0.03
H: -1.11 2.32 -0.01
H: 2.48 -1.49 0.40
H: 2.97 0.22 0.03
H: -0.17 -1.76 -0.34

## Properties
- Structure (SMILES): N#Cc1cnc(N)[nH]1
- LUMO energy: 0.415 eV
- DFT total energy: -10172.1929 eV
- HOMO-LUMO gap: 8.858 eV
- Energy relative to the best compared isomer or geometry (same formula, charge and spin): 0.6450 eV